{
  "formula": "C50H33ClCsN6O5S6",
  "method": "ωB97M-V/def2-TZVPD",
  "e_homo_ev": -3.26,
  "relative_energy_kj_mol": 0.0,
  "total_charge": -1,
  "multiplicity": 1,
  "fmax_ev_per_a": 2.5,
  "lumo_energy_ha": 0.048,
  "orbital_gap_ev": 4.559,
  "elements": ["Cs", "S", "C", "C", "C", "C", "C", "C", "S", "C", "C", "C", "C", "C", "C", "C", "S", "C", "C", "C", "C", "C", "C", "S", "N", "H", "H", "H", "H", "H", "H", "H", "H", "H", "H", "H", "H", "H", "H", "H", "S", "C", "C", "C", "C", "C", "C", "N", "C", "C", "C", "C", "C", "C", "C", "C", "N", "C", "C", "C", "C", "C", "S", "C", "H", "H", "H", "H", "H", "H", "H", "H", "H", "H", "H", "H", "O", "C", "O", "C", "C", "Cl", "N", "N", "C", "C", "O", "O", "C", "C", "C", "C", "C", "C", "H", "H", "H", "H", "H", "H", "O", "N"],
  "coordinates": [[0.087664, 1.422118, 0.998093], [-0.556914, -3.792255, -0.781839], [-0.407622, -4.858456, 0.616313], [-0.206446, -6.217693, 0.380680], [-0.072426, -7.102648, 1.438639], [-0.154332, -6.631510, 2.743253], [-0.359287, -5.280767, 2.977832], [-0.476221, -4.375043, 1.922991], [-0.671118, -2.648800, 2.276555], [1.088010, -2.283695, 2.556275], [1.888914, -2.334521, 1.281457], [2.859539, -3.300423, 1.085039], [3.542885, -3.305013, -0.127818], [3.213688, -2.367281, -1.082634], [2.205834, -1.435763, -0.804675], [1.886130, -0.399035, -1.861462], [0.200761, 0.282277, -1.814100], [0.599201, 2.057001, -2.185153], [1.014235, 2.104590, -3.634154], [0.194083, 2.778783, -4.418153], [-0.851466, 4.984445, -3.618822], [-0.871430, 5.281664, -2.148693], [-0.751640, 4.233195, -1.320063], [-0.761927, 4.279905, 0.421241], [1.572631, -1.418181, 0.362169], [-0.157401, -6.573278, -0.640547], [0.080803, -8.156423, 1.243921], [-0.068367, -7.316259, 3.577563], [-0.429355, -4.903195, 3.990846], [1.484592, -2.972908, 3.300937], [1.091385, -1.276796, 2.967756], [3.069138, -4.031890, 1.856089], [4.315626, -4.039846, -0.320818], [3.719245, -2.339656, -2.039379], [2.088803, -0.826304, -2.844566], [2.561842, 0.442525, -1.699229], [1.921105, 1.611111, -3.963341], [0.314502, 2.924972, -5.484907], [-1.705081, 5.400445, -4.157524], [-0.920475, 6.300193, -1.782332], [3.784807, -0.431551, 5.240322], [4.821877, -0.594330, 6.584526], [4.197555, -0.251864, 7.744442], [2.851088, 0.153593, 7.529551], [2.482489, 0.114000, 6.217322], [1.173968, 0.459334, 5.634213], [1.033252, 0.805810, 4.272765], [-0.121535, 1.035094, 3.698651], [-1.244745, 0.971024, 4.442528], [-1.215358, 0.733669, 5.818231], [-2.443594, 0.767822, 6.573018], [-3.620020, 1.011012, 5.961733], [-3.690880, 1.213474, 4.535529], [-4.895559, 1.455040, 3.851076], [-4.893731, 1.630533, 2.489731], [-3.649568, 1.539619, 1.822967], [-2.516253, 1.326385, 2.439680], [-2.521692, 1.179620, 3.776456], [-6.128053, 1.904696, 1.732819], [-7.419457, 1.655485, 2.104027], [-8.363842, 2.057356, 1.120514], [-7.761064, 2.604328, 0.026154], [-6.067971, 2.632464, 0.181455], [0.032431, 0.450890, 6.395885], [5.837683, -0.928611, 6.446837], [4.677420, -0.272992, 8.712457], [2.189287, 0.484794, 8.318514], [1.917210, 0.918058, 3.633223], [-2.401976, 0.604821, 7.643622], [-4.537787, 1.052562, 6.537290], [-5.820783, 1.519705, 4.413367], [-3.587828, 1.644746, 0.739927], [-7.687120, 1.177137, 3.037002], [-9.433762, 1.939382, 1.220837], [-8.226549, 2.990965, -0.866877], [0.081170, 0.209109, 7.452319], [1.557194, 5.385036, -3.763233], [0.371637, 5.566896, -4.329361], [0.270171, 6.190499, -5.363687], [-0.913837, 3.430183, -3.635271], [-2.271604, 2.882101, -3.914371], [-2.948396, 2.757584, -5.490271], [-2.673341, 2.162783, -2.888868], [-1.915948, 2.106706, -1.811087], [-0.735682, 2.929139, -2.158422], [1.711903, 2.692077, -1.272793], [2.137945, 3.777982, -1.702504], [2.071507, 2.051982, -0.255461], [-3.926428, 1.446610, -2.808083], [-3.923622, 0.216902, -2.171106], [-5.118212, -0.482208, -2.056145], [-6.291225, 0.046585, -2.578216], [-6.272532, 1.283460, -3.210522], [-5.088161, 1.997745, -3.319994], [1.551813, 4.808849, -2.949663], [-2.989891, -0.170615, -1.779403], [-5.119279, -1.443901, -1.561034], [-7.221838, -0.499534, -2.484545], [-7.186816, 1.703955, -3.611448], [-5.065968, 2.973453, -3.786017], [-2.505043, -2.265739, -1.126315], [-2.121965, -3.037501, -0.321028]],
  "forces_ev_per_angstrom": [[-1.47, -0.89, 1.14], [0.08, -0.17, -0.01], [-0.09, 0.02, -0.21], [0.01, -0.07, 0.07], [0.02, 0.11, -0.03], [-0.01, 0.03, -0.01], [0.01, 0.00, -0.03], [-0.02, -0.16, 0.14], [0.03, 0.10, 0.22], [0.08, 0.00, -0.10], [-0.12, 0.09, 0.05], [0.03, -0.04, -0.05], [-0.02, -0.02, 0.04], [-0.06, -0.07, 0.05], [-0.03, 0.21, -0.12], [-0.02, 0.02, 0.04], [0.11, -0.29, -0.79], [-0.17, 0.15, 0.03], [0.00, -0.03, 0.15], [-0.13, -0.02, -0.11], [-0.03, -0.04, 0.14], [0.01, 0.19, 0.01], [-0.21, -0.23, 0.11], [-0.30, 0.74, -0.53], [0.14, -0.09, -0.17], [-0.04, 0.00, 0.00], [0.00, 0.01, 0.01], [0.01, 0.01, -0.01], [-0.01, -0.01, -0.01], [0.01, 0.02, 0.04], [0.03, 0.02, -0.03], [0.01, 0.02, -0.01], [-0.02, 0.01, 0.01], [-0.02, -0.02, 0.00], [0.03, -0.03, 0.01], [0.05, -0.05, 0.03], [-0.01, 0.03, 0.01], [0.01, 0.02, 0.04], [-0.02, 0.01, -0.02], [0.00, -0.03, -0.02], [0.04, -0.02, -0.18], [0.04, -0.03, 0.05], [-0.11, 0.04, -0.03], [0.14, 0.01, 0.23], [-0.22, 0.12, -0.15], [0.32, -0.06, -0.01], [0.02, 0.13, 0.03], [-0.12, -0.30, 1.35], [-0.10, 0.11, -0.33], [-0.02, -0.05, 0.28], [0.12, -0.01, -0.06], [-0.05, 0.01, -0.12], [-0.23, 0.00, 0.15], [0.01, 0.00, 0.23], [-0.17, 0.05, -0.25], [0.08, 0.01, 0.00], [-0.34, -0.05, 0.25], [0.36, -0.05, -0.07], [0.22, -0.06, 0.17], [-0.21, -0.04, -0.04], [0.08, -0.03, 0.08], [-0.10, -0.03, 0.01], [0.14, 0.08, -0.13], [-0.29, -0.01, 0.18], [-0.02, 0.01, 0.01], [-0.01, -0.01, -0.02], [0.04, 0.01, -0.02], [-0.16, -0.08, 0.16], [0.02, -0.01, -0.01], [0.00, -0.01, -0.03], [0.02, 0.02, 0.00], [0.02, 0.05, 0.04], [0.00, 0.02, -0.03], [0.03, 0.01, 0.00], [0.01, -0.02, 0.03], [-0.01, -0.02, -0.03], [-0.16, 0.10, -0.09], [0.19, -0.02, 0.05], [-0.04, -0.02, -0.02], [0.04, -0.06, -0.01], [0.12, 0.01, -0.14], [0.02, 0.05, 0.02], [-0.35, -0.21, 0.30], [0.21, 0.18, -0.33], [0.17, -0.03, 0.13], [0.37, -0.11, -0.12], [-0.02, -0.10, -0.01], [1.86, 0.82, -1.51], [0.21, 0.03, -0.02], [0.04, -0.02, 0.00], [0.08, 0.07, -0.02], [0.02, 0.03, -0.01], [0.00, 0.00, 0.04], [-0.05, 0.04, 0.01], [0.08, -0.07, 0.08], [-0.17, 0.14, -0.08], [-0.01, -0.01, 0.02], [0.01, 0.01, -0.01], [0.01, -0.01, 0.01], [-0.02, -0.04, 0.03], [-0.06, -0.17, 0.31], [0.01, 0.04, -0.40]]
}